ORCA calculation (the ωB97M-V functional and the def2-TZVPD basis) on C24H64BCuF4O24S8 as an isolated structure at a distorted geometry.

Values from the calculation:
<S²>: 0.751
relative energy (zero: lowest compared OMol25 entry of this formula, charge and spin): 10.2 kcal per mole
net charge: +1
HOMO energy (alpha / beta): -12.39 / -12.39 eV
spin multiplicity: 2

Last column: Löwdin spin population.
Cartesian coordinates (Å):
Cu 24.651 -3.607 8.489  0.88
B 24.606 -6.484 6.647  0.00
F 24.421 -5.620 7.775  0.00
F 25.237 -5.828 5.587  0.00
F 25.386 -7.539 7.105  0.00
F 23.345 -6.926 6.251  0.00
O 28.805 -7.903 3.205  0.00
S 29.182 -8.552 4.422  0.00
O 29.765 -9.849 4.480  0.00
O 30.106 -7.502 5.209  0.00
C 31.336 -7.054 4.577  0.00
C 32.316 -8.167 4.268  0.00
C 27.804 -8.555 5.551  0.00
H 31.768 -6.302 5.231  0.00
H 31.024 -6.594 3.635  0.00
H 32.826 -8.494 5.169  0.00
H 33.038 -7.695 3.590  0.00
H 31.912 -8.971 3.663  0.00
H 26.935 -8.086 5.105  0.00
H 28.104 -8.061 6.472  0.00
H 27.571 -9.599 5.733  0.00
O 18.238 -4.066 3.081  0.00
S 19.380 -4.846 2.761  0.00
O 20.662 -4.213 2.647  0.00
O 19.484 -6.016 3.834  0.00
C 20.791 -6.586 4.113  0.00
C 20.587 -7.817 4.960  0.00
C 19.009 -5.818 1.310  0.00
H 21.374 -5.811 4.604  0.00
H 21.264 -6.847 3.161  0.00
H 20.427 -7.528 6.000  0.00
H 21.478 -8.444 4.952  0.00
H 19.731 -8.405 4.633  0.00
H 19.931 -6.162 0.848  0.00
H 18.512 -5.104 0.658  0.00
H 18.405 -6.658 1.633  0.00
O 25.227 -4.872 10.216  0.02
S 26.420 -5.362 10.858  0.00
O 27.610 -4.580 10.868  0.00
O 25.952 -5.640 12.331  0.00
C 26.933 -6.150 13.259  0.00
C 26.204 -6.470 14.548  0.00
C 26.803 -6.998 10.244  0.00
H 27.786 -5.487 13.417  0.00
H 27.409 -7.052 12.861  0.00
H 25.661 -5.593 14.891  0.00
H 26.903 -6.871 15.276  0.00
H 25.464 -7.233 14.299  0.00
H 26.667 -7.008 9.168  0.00
H 26.135 -7.673 10.775  0.00
H 27.821 -7.166 10.583  0.00
O 22.049 -10.773 10.097  0.00
S 22.104 -9.579 9.321  0.00
O 21.107 -9.298 8.345  0.00
O 22.125 -8.308 10.289  0.00
C 23.077 -8.299 11.372  0.00
C 22.539 -7.310 12.374  0.00
C 23.698 -9.449 8.548  0.00
H 24.043 -7.987 10.968  0.00
H 23.177 -9.284 11.828  0.00
H 23.010 -7.324 13.357  0.00
H 21.495 -7.574 12.562  0.00
H 22.550 -6.277 12.026  0.00
H 23.826 -8.396 8.336  0.00
H 23.602 -10.020 7.627  0.00
H 24.492 -9.858 9.166  0.00
O 20.479 -3.264 8.270  0.00
S 21.296 -4.220 8.922  0.00
O 22.717 -3.963 8.910  0.03
O 20.867 -4.373 10.423  0.00
C 19.439 -4.401 10.657  0.00
C 18.972 -3.247 11.518  0.00
C 21.006 -5.828 8.226  0.00
H 19.231 -5.333 11.191  0.00
H 18.827 -4.476 9.758  0.00
H 17.918 -3.370 11.754  0.00
H 19.051 -2.339 10.915  0.00
H 19.597 -3.144 12.401  0.00
H 21.824 -6.472 8.544  0.00
H 21.154 -5.613 7.168  0.00
H 20.055 -6.220 8.566  0.00
O 23.846 -3.445 6.530  0.02
S 23.046 -3.093 5.381  0.00
O 21.661 -3.361 5.483  0.00
O 23.233 -1.548 5.184  0.00
C 22.362 -0.894 4.231  0.00
C 21.949 0.438 4.799  0.00
C 23.740 -3.785 3.921  0.00
H 21.438 -1.471 4.124  0.00
H 22.767 -0.868 3.219  0.00
H 21.314 1.012 4.125  0.00
H 22.833 1.035 5.030  0.00
H 21.356 0.294 5.701  0.00
H 23.157 -3.402 3.085  0.00
H 23.567 -4.855 4.019  0.00
H 24.780 -3.483 3.859  0.00
O 26.006 -10.328 3.792  0.00
S 24.677 -10.075 3.335  0.00
O 24.209 -10.714 2.145  0.00
O 23.633 -10.382 4.504  0.00
C 23.244 -11.765 4.661  0.00
C 21.988 -11.794 5.502  0.00
C 24.445 -8.327 3.225  0.00
H 24.078 -12.277 5.147  0.00
H 23.072 -12.303 3.730  0.00
H 21.987 -10.997 6.247  0.00
H 21.803 -12.759 5.970  0.00
H 21.105 -11.600 4.888  0.00
H 25.295 -7.998 2.628  0.00
H 24.561 -7.953 4.240  0.00
H 23.482 -8.094 2.787  0.00
O 28.558 -5.604 8.206  0.00
S 27.966 -4.484 7.569  0.00
O 26.621 -4.093 7.906  0.02
O 28.822 -3.200 7.868  0.00
C 30.245 -3.329 7.680  0.00
C 30.951 -2.318 8.565  0.00
C 28.181 -4.677 5.827  0.00
H 30.549 -3.159 6.644  0.00
H 30.615 -4.319 7.952  0.00
H 32.018 -2.545 8.547  0.00
H 30.613 -2.390 9.596  0.00
H 30.815 -1.310 8.176  0.00
H 27.336 -5.281 5.485  0.00
H 29.066 -5.296 5.697  0.00
H 28.169 -3.721 5.313  0.00

=====

ORCA calculation (the ωB97M-V functional and the def2-TZVPD basis) on C24H64F4N6O16S4 as an isolated structure at a distorted geometry.

Values from the calculation:
net charge: +2
HOMO energy: -13.60 eV

Last column: Löwdin charge in e.
Cartesian coordinates (Å):
C 4.908 -1.692 3.296  -0.06
O 3.750 -1.340 4.137  -0.18
C 3.352 -0.047 3.741  -0.22
C 1.836 0.074 4.035  -0.09
N 1.009 -0.761 3.121  0.09
H 0.638 -0.248 2.314  0.10
H 1.448 -1.661 2.772  0.19
C -0.251 -1.336 3.816  -0.07
C -0.849 -2.468 2.998  -0.26
O -0.007 -3.552 3.069  -0.20
C -0.630 -4.855 2.999  -0.07
H 5.700 -0.944 3.359  0.09
H 4.617 -1.935 2.235  0.09
H 5.292 -2.632 3.730  0.09
H 3.613 0.176 2.709  0.12
H 3.749 0.713 4.415  0.13
H 1.479 1.054 4.020  0.11
H 1.826 -0.253 5.091  0.14
H -1.001 -0.557 4.076  0.15
H 0.149 -1.791 4.737  0.14
H -0.984 -2.176 1.895  0.12
H -1.858 -2.751 3.381  0.13
H -1.276 -4.957 2.151  0.06
H -1.267 -5.075 3.854  0.09
H 0.139 -5.692 2.972  0.12
C -7.649 -6.934 -0.441  -0.05
O -7.728 -5.570 0.028  -0.17
C -6.446 -5.053 0.034  -0.25
C -6.548 -3.601 0.577  -0.07
N -5.217 -2.901 0.699  0.04
H -4.800 -3.276 1.489  0.14
H -4.666 -3.245 -0.112  0.10
C -5.211 -1.443 0.604  -0.11
C -4.193 -0.986 1.610  -0.19
O -4.357 -1.495 2.925  -0.19
C -5.044 -0.626 3.769  -0.12
H -6.884 -7.420 0.212  0.11
H -7.467 -7.025 -1.488  0.09
H -8.571 -7.348 -0.161  0.08
H -5.979 -5.110 -1.018  0.16
H -5.761 -5.595 0.744  0.14
H -6.958 -3.411 1.605  0.16
H -7.186 -2.993 -0.108  0.15
H -6.199 -1.084 0.832  0.13
H -5.027 -1.011 -0.389  0.16
H -4.087 0.102 1.654  0.14
H -3.249 -1.419 1.260  0.12
H -4.930 -1.116 4.768  0.11
H -6.084 -0.424 3.607  0.08
H -4.596 0.422 3.894  0.12
C 4.393 -1.496 -1.469  -0.03
O 4.525 -2.550 -2.439  -0.17
C 3.520 -3.438 -2.333  -0.28
C 3.089 -3.900 -3.745  -0.11
N 3.017 -2.756 -4.676  0.05
H 3.837 -2.156 -4.519  0.17
H 3.151 -3.101 -5.705  0.21
C 1.672 -1.971 -4.694  -0.05
C 0.726 -2.753 -5.516  -0.17
O 1.371 -2.865 -6.822  -0.19
C 1.006 -3.972 -7.642  -0.08
H 3.816 -0.758 -1.951  0.08
H 5.331 -1.015 -1.410  0.09
H 3.900 -1.750 -0.567  0.08
H 2.619 -2.988 -1.922  0.07
H 3.769 -4.322 -1.588  0.19
H 2.173 -4.527 -3.867  0.13
H 3.950 -4.529 -4.140  0.15
H 1.906 -0.999 -5.129  0.14
H 1.413 -1.868 -3.644  0.13
H -0.287 -2.456 -5.591  0.13
H 0.692 -3.755 -5.090  0.12
H 0.015 -3.975 -8.046  0.09
H 1.044 -4.927 -7.177  0.08
H 1.682 -4.065 -8.467  0.09
C 1.947 9.882 3.250  -0.08
O 1.852 8.922 2.257  -0.22
C 0.845 7.962 2.323  -0.23
C 1.057 7.126 1.113  -0.11
N 1.203 8.049 -0.043  0.04
H 0.396 8.692 0.014  0.20
H 2.054 8.640 0.064  0.16
C 1.385 7.341 -1.348  -0.08
C 2.177 8.293 -2.261  -0.20
O 3.290 8.607 -1.439  -0.22
C 4.349 9.404 -2.085  -0.03
H 1.963 9.306 4.210  0.11
H 1.064 10.537 3.157  0.10
H 2.852 10.484 3.033  0.11
H -0.241 8.287 2.531  0.17
H 1.091 7.327 3.132  0.12
H 0.332 6.309 0.918  0.16
H 2.040 6.659 1.233  0.14
H 0.440 6.923 -1.609  0.13
H 2.039 6.463 -1.138  0.14
H 1.544 9.143 -2.505  0.12
H 2.316 7.892 -3.291  0.15
H 4.668 8.956 -3.022  0.08
H 5.214 9.303 -1.372  0.11
H 4.008 10.425 -2.348  0.10
N -1.426 -3.476 -0.656  -0.30
S -2.438 -3.679 -1.934  0.56
O -1.859 -3.395 -3.206  -0.26
O -3.773 -3.241 -1.596  -0.31
F -2.671 -5.244 -1.955  -0.17
S 0.138 -3.887 -0.664  0.53
O 0.836 -2.988 0.244  -0.30
O 0.644 -4.050 -2.001  -0.30
F 0.127 -5.277 0.091  -0.15
N 1.271 1.662 0.856  -0.31
S 2.084 2.915 0.371  0.49
O 1.477 3.637 -0.712  -0.30
O 3.469 2.667 0.363  -0.26
F 1.817 3.843 1.710  -0.23
S -0.206 1.374 0.295  0.52
O -0.842 0.655 1.336  -0.31
O -0.434 0.896 -1.019  -0.25
F -0.975 2.815 0.338  -0.20